75
Properties=species:S:1:pos:R:3 method="wB97M-V/def2-TZVPD" e_tot_ev=-56574.6896 spin_multiplicity=3 mol_weight_g_mol=669.9 relative_energy_ev=0.4936
Pt 0.19222 -0.09197 -0.30706
C 2.81580 -2.48255 -6.11003
Si 2.46097 -3.21214 -4.41698
C 3.67879 -4.59818 -4.07647
C 0.72173 -3.88935 -4.41564
C 2.80284 -1.84364 -3.15587
C 4.05708 -1.24375 -3.22942
C 4.42737 -0.20297 -2.38594
C 3.48940 0.24961 -1.48061
N 2.27841 -0.28975 -1.38883
C 1.93624 -1.33351 -2.17171
S 0.34895 -1.92839 -1.75765
H 2.67833 -3.23747 -6.88815
H 3.83630 -2.10256 -6.19381
H 2.13527 -1.65445 -6.32116
H 3.59840 -5.38001 -4.83592
H 3.48447 -5.05293 -3.10261
H 4.71047 -4.23896 -4.07651
H 0.63852 -4.60060 -5.24380
H -0.02223 -3.10537 -4.55772
H 0.47971 -4.40778 -3.48826
H 4.77663 -1.59656 -3.96249
H 5.40670 0.25149 -2.43568
H 3.70248 1.07082 -0.80520
C -2.55798 -1.25685 1.46822
N -1.81830 -1.00968 2.69265
C -2.40851 -0.03277 3.58714
C -0.50402 -1.38941 2.75799
O 0.13830 -1.68449 1.75395
N 0.07138 -1.39641 4.01550
C 1.51081 -1.57113 4.06638
C -0.63563 -1.94642 5.15820
H -3.53949 -1.67081 1.71401
H -2.01331 -1.96634 0.85232
H -2.70505 -0.33206 0.89700
H -2.74910 0.82661 3.00105
H -1.67327 0.31112 4.30997
H -3.27049 -0.44140 4.12410
H 1.96103 -1.14731 3.17410
H 1.78824 -2.62963 4.12054
H 1.90123 -1.06267 4.94982
H -1.70016 -2.01463 4.95621
H -0.48651 -1.32567 6.04498
H -0.26628 -2.95361 5.38019
C -4.35031 3.29730 2.60639
C -3.62930 2.72288 1.41607
C -4.32364 2.35390 0.27083
C -3.65533 1.83181 -0.83274
C -4.41278 1.41053 -2.06258
C -2.27743 1.68664 -0.77576
C -1.54875 2.02944 0.37615
C -2.24838 2.55865 1.46363
N -0.17645 1.70005 0.40458
C 0.87918 2.65265 0.82170
C 1.90823 1.89237 1.65803
C 1.52552 3.17496 -0.47260
C 0.41757 3.87366 1.61877
H -5.43039 3.20054 2.50056
H -4.12063 4.35779 2.72960
H -4.05427 2.79239 3.52852
H -5.40085 2.47772 0.23604
H -5.36160 1.94114 -2.14331
H -4.63129 0.34068 -2.03548
H -3.83440 1.60102 -2.96688
H -1.73213 1.31622 -1.63567
H -1.73941 2.78607 2.38809
H 2.30146 1.03253 1.11469
H 1.45234 1.52450 2.58037
H 2.73898 2.55284 1.91926
H 1.79792 2.34867 -1.12666
H 2.41650 3.76747 -0.24988
H 0.81854 3.80875 -1.01250
H 0.06206 3.61465 2.61561
H -0.35323 4.44238 1.10017
H 1.28455 4.52431 1.74825